1.
Below is a cluster of 2 separate species, C4H4S4 in total in a non-equilibrium geometry, with properties calculated with ωB97M-V with the def2-TZVPD basis set.

Atoms and positions in Å:
C -1.9640 -1.0754 -0.2766
C 2.0872 -0.8131 -0.1708
C -2.4462 0.0761 -0.5217
C 1.8361 0.4908 -0.1735
S -1.1124 -2.3168 0.2619
S 2.0112 -2.3664 -0.1338
S -1.4639 1.5696 -0.5467
S 1.5769 1.4218 1.3686
H -3.4193 0.5435 -0.5232
H 1.9888 1.1129 -0.9827
H -0.2403 0.8516 -0.3730
H 1.1457 0.5054 2.0715

For the max |F|, the calculation gives 4.05 eV/Å. The molar mass comes out at 180.3 g mol⁻¹. Its frontier orbital gap is 7.060 eV.

2.
Below is a cluster of 22 separate species, C4H50NO25S in total in a non-equilibrium geometry, with properties calculated with ωB97M-V with the def2-TZVPD basis set.

Atoms and positions in Å:
C -4.0490 -0.1656 3.0279
N -2.9891 -1.1713 3.0086
C -2.0889 -1.0954 4.1765
C -2.2759 -1.1116 1.7595
O -2.5033 -1.9224 0.9040
C -1.3122 0.0309 1.5398
S -0.1079 -0.1540 0.2258
O 1.0937 0.5416 0.6654
O 0.2114 -1.5405 -0.0641
O -0.6241 0.5451 -0.9533
H -3.7193 0.8019 3.4154
H -4.4314 -0.0429 2.0170
H -4.8828 -0.4817 3.6568
H -2.4102 -0.3321 4.8862
H -1.0490 -0.9228 3.9351
H -2.1570 -2.0425 4.7045
H -1.9180 0.8858 1.2607
H -0.7576 0.3255 2.4177
O 1.1059 3.5293 -0.3736
H 0.5554 2.7783 -0.6441
H 1.8976 3.4350 -0.9089
O -4.5354 0.0758 -0.3137
H -5.1687 -0.6055 -0.5667
H -3.7733 -0.0744 -0.8858
O -6.8357 -1.4962 0.2800
H -7.7604 -1.6431 0.4946
H -6.3503 -2.0951 0.8591
O -0.0445 -1.6704 6.0630
H -0.6906 -1.4243 6.7355
H 0.5676 -2.2527 6.5272
O -1.8730 -1.2943 8.4816
H -2.5266 -1.0474 9.1417
H -1.2617 -1.8745 8.9469
O -1.3663 2.3624 -3.0274
H -1.0462 1.7149 -3.6631
H -1.3697 1.8658 -2.1989
O -1.2384 2.8847 2.2938
H -0.6143 3.1816 1.6181
H -0.7319 2.9160 3.1109
O -3.3076 4.5748 -4.2871
H -4.0527 4.7926 -3.7184
H -2.7478 4.0063 -3.7406
O 2.2438 -1.7310 7.6455
H 2.8355 -1.5037 6.9201
H 2.7849 -1.6336 8.4345
O 2.0058 -1.4256 -2.8768
H 1.3108 -1.3175 -2.2090
H 2.6387 -2.0179 -2.4577
O -4.8108 1.7673 -4.1375
H -4.2439 2.5486 -4.1748
H -5.2822 1.7823 -4.9748
O 1.4327 1.5859 -4.2581
H 1.7435 0.9288 -4.8927
H 1.3911 1.0931 -3.4253
O 4.3756 -3.6700 -2.6953
H 3.7617 -4.3537 -2.9865
H 5.1611 -3.7794 -3.2453
O 0.9156 4.5225 -5.1225
H -0.0279 4.3396 -5.0439
H 1.3181 3.9104 -4.4933
O 7.3733 -3.9963 -3.5531
H 7.9870 -3.6501 -4.2073
H 7.8599 -3.9682 -2.7175
O -2.4622 1.6578 5.6631
H -2.7335 1.5324 6.5779
H -2.8652 2.4932 5.4028
O 6.0538 -1.3800 -1.7696
H 5.4464 -2.0678 -2.0753
H 6.8281 -1.4902 -2.3273
O 7.7399 -5.5138 -1.2263
H 7.5691 -6.0516 -0.4484
H 7.1423 -5.8636 -1.8965
O 3.1230 2.7440 -6.2556
H 2.6807 2.5382 -5.4243
H 2.7089 3.5778 -6.5035
O 1.7506 -5.2630 -2.9640
H 1.4533 -5.4847 -2.0757
H 1.3509 -4.3997 -3.1338
O 0.0840 6.6307 -2.6453
H 0.4276 6.0741 -3.3550
H 0.0669 6.0468 -1.8793

For the max |F|, the calculation gives 2.80 eV/Å. The molar mass comes out at 544.5 g mol⁻¹. As for the charge: -1. Its frontier orbital gap is 7.212 eV.

3.
Below is a structure of composition C4H59CoInNO33P2 in a non-equilibrium geometry, with properties calculated with ωB97M-V with the def2-TZVPD basis set.

Atoms and positions in Å:
Co 0.8835 -0.2371 -0.7567
In 3.7236 -2.9709 -1.7034
P 1.1385 -0.9672 -3.3467
O -0.0461 -0.6291 -2.3836
O 1.3240 -2.4281 -3.6499
O 2.1687 -0.4983 -2.2850
O 1.1737 -0.1033 -4.6130
P 2.3936 -1.3076 1.1553
O 3.8776 -1.5149 0.7977
O 1.9218 -1.8467 2.5202
O 1.6678 -1.9140 -0.0897
O 2.0398 0.1883 0.9087
C -2.5388 3.1138 2.2849
C -2.4156 2.2968 3.5570
C -3.3605 2.6537 4.7293
O -3.0851 1.9115 5.9045
C -3.6839 2.2934 7.0956
N -2.6207 0.9062 3.2742
H -3.5230 2.9629 1.8413
H -1.6978 2.9319 1.6158
H -2.5043 4.1882 2.4652
H -1.3884 2.3694 3.9143
H -4.4126 2.4512 4.5288
H -3.1218 3.7024 4.9060
H -3.4593 1.5930 7.9001
H -4.7595 2.3542 6.9301
H -3.2038 3.2487 7.3080
H -2.7648 0.6077 4.2283
H -1.7936 0.3462 3.1246
O -0.2660 -3.6054 0.3702
H 0.3773 -2.9212 0.1850
H -0.5869 -3.8726 -0.4911
O -0.3059 -0.8932 3.1391
H 0.4540 -1.2935 2.7166
H 0.0663 -0.3193 3.8086
O 3.9494 1.4390 3.0830
H 3.7018 0.7968 2.4178
H 4.8064 1.7587 2.8007
O -1.9719 1.1819 -2.7820
H -1.2847 0.6639 -2.3630
H -1.8912 0.9787 -3.7139
O -0.5678 -4.0103 -4.3691
H -0.4440 -4.0440 -5.3176
H 0.0596 -3.3530 -4.0684
O -4.2264 -2.0778 -1.3048
H -3.5056 -1.9063 -1.9108
H -3.8060 -2.4567 -0.5329
O -3.2190 -3.3289 1.0608
H -2.4117 -3.5670 0.6051
H -2.9259 -2.9863 1.9052
O 3.4682 2.1309 -0.1865
H 3.0084 2.7654 0.3633
H 2.9977 1.3087 -0.0490
O 5.8386 -0.2036 1.5741
H 5.0110 -0.6225 1.3377
H 6.3475 -0.8973 1.9936
O 1.2557 2.0043 2.5921
H 1.4759 1.3616 1.9178
H 1.9760 1.9497 3.2201
O 1.6267 -5.0319 -1.7550
H 1.1484 -5.3080 -2.5368
H 1.2368 -5.5397 -1.0433
O -1.5606 -2.6919 -2.0483
H -1.3792 -3.2981 -2.7665
H -1.0107 -1.9303 -2.2325
O -0.7656 -0.0406 0.6221
H -1.6296 0.3338 0.4502
H -0.8049 -0.3256 1.5350
O -3.7962 0.4982 0.8780
H -4.4814 -0.1265 1.1158
H -3.3608 0.7033 1.7054
O 3.5529 1.6663 -2.9875
H 3.7039 1.9396 -2.0826
H 2.9386 0.9355 -2.9181
O 0.4402 -3.9002 2.8976
H 1.1055 -3.2272 2.7543
H -0.1342 -3.8362 2.1346
O -4.1246 2.0691 -1.5430
H -3.3952 1.9377 -2.1488
H -3.9080 1.5260 -0.7852
O 3.5667 0.5476 -5.3469
H 3.8805 1.2079 -4.7291
H 2.6680 0.3681 -5.0703
O 5.7332 -0.7583 -1.0955
H 5.3678 -0.6551 -0.2168
H 6.5748 -0.3037 -1.0603
O 1.1290 2.4377 -3.9569
H 1.9998 2.5460 -3.5745
H 1.0896 1.5145 -4.2066
O -3.1310 -1.3441 -4.3094
H -2.5956 -2.1360 -4.2603
H -2.4975 -0.6266 -4.3246
O 0.6469 1.7975 -1.0863
H 0.3816 2.2651 -1.8782
H 0.8462 2.4887 -0.4548
O 1.1268 3.7779 0.5712
H 0.6266 4.5788 0.7285
H 1.0396 3.2773 1.3823
O -1.3066 0.4539 -5.2353
H -0.4620 0.0246 -5.0990
H -1.4005 0.5023 -6.1867

For the max |F|, the calculation gives 4.05 eV/Å. The spin multiplicity is 4. The molar mass comes out at 885.2 g mol⁻¹. As for the charge: -1. Its frontier orbital gap (spin up / spin down) is 5.020 / 3.670 eV.

4.
Below is a structure of composition C4H5BF8N3O15S4V in a non-equilibrium geometry, with properties calculated with ωB97M-V with the def2-TZVPD basis set.

Atoms and positions in Å:
O -1.9609 0.5384 -0.8932
V -0.8741 1.4418 -0.1369
B -1.3272 3.7856 -1.8153
F -2.1729 3.7033 -2.8331
F -0.7488 5.0382 -1.6880
F -2.0091 3.3847 -0.6764
F -0.3768 2.7951 -2.0813
N 0.0456 -3.6544 -0.2272
S -1.3865 -3.4123 -0.6602
O -2.0677 -2.2948 0.0397
O -2.1589 -4.4898 -1.3040
F -0.9110 -2.6596 -1.9610
S -0.4825 -4.8606 0.9280
O -0.0519 -6.2064 0.6217
O -1.7542 -4.6689 1.6375
F 0.6232 -4.3370 2.0559
N 1.8810 -1.5737 -2.2483
S 1.5972 -1.4965 -3.7461
O 2.7770 -1.5632 -4.5858
O 0.4092 -0.7809 -4.1539
F 1.1324 -3.0766 -3.8036
S 2.1001 0.1683 -2.2056
O 0.9814 0.6756 -1.3743
O 2.5972 0.9891 -3.3207
F 3.2428 0.1418 -1.1875
O 1.7029 -1.4438 0.8530
C 1.0559 -0.5655 1.5714
O 1.7130 -0.1189 2.4777
O 0.0027 -0.0536 1.1941
H 2.3122 -1.5071 1.5922
O 2.5737 2.7979 1.7803
C 1.7496 3.3838 0.8958
O 2.1134 4.3968 0.3811
O 0.6527 2.8599 0.6751
H 3.3698 3.3314 1.7230
C -2.7144 1.5010 4.2864
C -2.7353 1.6496 2.7906
N -2.8235 1.7987 1.5913
H -3.4813 0.7930 4.6006
H -2.8532 2.5130 4.6666
H -1.7432 1.0765 4.5405

For the max |F|, the calculation gives 9.73 eV/Å. The spin multiplicity is 3. The molar mass comes out at 677.1 g mol⁻¹. As for the charge: -4. Its frontier orbital gap (spin up / spin down) is 3.123 / 5.605 eV.

5.
Below is a structure of composition C4H5BeO2 in a non-equilibrium geometry, with properties calculated with ωB97M-V with the def2-TZVPD basis set.

Atoms and positions in Å:
H 0.2453 -1.9787 -2.2079
O 0.9245 -1.1067 -0.2064
C 0.1959 0.8575 0.7964
C -0.1707 1.5965 1.8366
C 0.9950 -0.2946 0.7739
C -1.0593 1.0297 -0.1876
O -1.2571 -0.0014 -0.9605
Be -0.3648 -1.0527 -1.4437
H 1.5329 -1.8625 -0.1379
H -1.8011 1.3779 0.7278
H 1.5847 -0.5765 1.6518
H -0.8254 2.0114 -0.6425

For the max |F|, the calculation gives 4.49 eV/Å. The molar mass comes out at 94.1 g mol⁻¹. As for the charge: +1. Its frontier orbital gap is 7.534 eV.

6.
Below is the molecule C4H5Br2NO in a non-equilibrium geometry, with properties calculated with ωB97M-V with the def2-TZVPD basis set.

Atoms and positions in Å:
C 1.7230 -0.1170 0.6033
C 0.4467 -0.0637 -0.0727
C 2.0354 -0.9696 1.5368
C -1.9993 -0.0140 -0.6528
N -0.7794 0.2237 0.2757
O -1.1297 0.7228 1.3676
Br 3.7458 -1.2778 2.1722
Br -1.6275 -0.4383 -2.5135
H 2.6285 0.4622 0.3473
H 0.5922 -0.2187 -1.2024
H 1.2534 -1.4850 2.1686
H -2.3387 -1.0125 -0.2620
H -2.7088 0.7886 -0.5383

For the max |F|, the calculation gives 3.67 eV/Å. The molar mass comes out at 242.9 g mol⁻¹. Its frontier orbital gap is 9.159 eV.

7.
Below is a structure of composition C4H5BrF2 in a non-equilibrium geometry, with properties calculated with ωB97M-V with the def2-TZVPD basis set.

Atoms and positions in Å:
C -0.1910 1.2411 0.1420
C 0.8453 1.8042 -0.4290
C -0.7256 -1.5475 -0.3654
C 0.0887 -0.6717 0.5053
F 0.8413 3.1282 -0.7522
F 1.9710 1.2205 -0.8440
Br -0.3200 -0.9365 2.3459
H -0.9464 1.7417 0.5113
H -0.5206 -2.5327 0.1075
H -0.4995 -1.4585 -1.3779
H -1.7241 -1.3100 -0.2635
H 1.1808 -0.6789 0.4200

For the max |F|, the calculation gives 8.34 eV/Å. The molar mass comes out at 171.0 g mol⁻¹. Its frontier orbital gap is 10.771 eV.

8.
Below is the molecule C4H5BrN2O in a non-equilibrium geometry, with properties calculated with ωB97M-V with the def2-TZVPD basis set.

Atoms and positions in Å:
C -0.2155 -0.0087 0.8987
C -1.5247 -0.3827 1.0153
C -0.2542 -0.0880 -1.4671
C 0.6317 0.6097 2.0014
N 0.4552 0.1726 -0.2571
N 0.5471 -0.0238 -2.5356
O -1.4769 -0.3253 -1.5759
Br -2.3522 -1.9869 0.9921
H 0.5091 0.0144 2.9574
H 1.6101 0.3574 1.5687
H 0.4580 1.6657 2.2377
H 1.4984 -0.0344 -2.3872
H 0.1140 0.0299 -3.4484

For the max |F|, the calculation gives 3.00 eV/Å. The molar mass comes out at 177.0 g mol⁻¹. Its frontier orbital gap (spin up / spin down) is 7.391 / 7.389 eV.

Which value of max |F| does entry 8 give?
3.00 eV/Å

Number 1 is which compound?
C4H4S4

Which formula does entry 8 have?
C4H5BrN2O

Repeat the sixth record exactly.
Below is the molecule C4H5Br2NO in a non-equilibrium geometry, with properties calculated with ωB97M-V with the def2-TZVPD basis set.

Atoms and positions in Å:
C 1.7230 -0.1170 0.6033
C 0.4467 -0.0637 -0.0727
C 2.0354 -0.9696 1.5368
C -1.9993 -0.0140 -0.6528
N -0.7794 0.2237 0.2757
O -1.1297 0.7228 1.3676
Br 3.7458 -1.2778 2.1722
Br -1.6275 -0.4383 -2.5135
H 2.6285 0.4622 0.3473
H 0.5922 -0.2187 -1.2024
H 1.2534 -1.4850 2.1686
H -2.3387 -1.0125 -0.2620
H -2.7088 0.7886 -0.5383

For the max |F|, the calculation gives 3.67 eV/Å. The molar mass comes out at 242.9 g mol⁻¹. Its frontier orbital gap is 9.159 eV.